The following is a quantum chemistry calculation of a molecular structure, C25H29CaN2S2Se, from the Open Molecules 2025 dataset.

Geometry as ORCA input:
```
! RIJCOSX wB97M-V def2-TZVPD def2/J DEFGRID3
* xyz -1 1
Ca -0.123 -0.866 -0.643
C 1.672 1.477 0.778
N 2.159 0.294 0.052
C 2.824 -0.643 0.976
C 1.894 -1.662 1.622
N 1.208 -2.523 0.660
C 2.124 -3.210 -0.260
C 0.286 -3.463 1.264
C 0.520 -3.988 2.530
C -0.346 -4.901 3.110
C -1.468 -5.305 2.400
C -1.703 -4.800 1.135
C -0.844 -3.874 0.522
S -1.208 -3.330 -1.101
C 3.059 0.694 -1.020
C 4.270 1.295 -0.682
C 5.175 1.707 -1.641
C 4.852 1.516 -2.981
C 3.656 0.920 -3.327
C 2.721 0.483 -2.366
S 1.268 -0.299 -2.932
H 2.499 2.055 1.211
H 0.992 1.166 1.572
H 1.116 2.120 0.095
H 3.319 -0.100 1.794
H 3.609 -1.163 0.430
H 1.123 -1.162 2.217
H 2.526 -2.232 2.319
H 2.875 -3.793 0.292
H 2.624 -2.498 -0.917
H 1.538 -3.876 -0.889
H 1.393 -3.680 3.091
H -0.146 -5.283 4.102
H -2.165 -6.010 2.837
H -2.579 -5.105 0.578
H 4.511 1.440 0.367
H 6.110 2.168 -1.352
H 5.538 1.833 -3.758
H 3.403 0.765 -4.368
C -4.697 4.597 -1.988
C -3.999 3.545 -1.165
C -4.322 2.202 -1.280
C -3.683 1.218 -0.530
C -4.121 -0.212 -0.688
C -2.670 1.585 0.374
Se -1.807 0.234 1.454
C -2.341 2.944 0.511
C -1.309 3.438 1.491
C -3.006 3.892 -0.262
H -5.434 4.148 -2.653
H -3.987 5.157 -2.599
H -5.214 5.314 -1.345
H -5.101 1.903 -1.975
H -4.956 -0.284 -1.386
H -4.418 -0.634 0.273
H -3.321 -0.860 -1.052
H -0.641 2.636 1.796
H -1.796 3.817 2.394
H -0.727 4.253 1.057
H -2.732 4.938 -0.149
*
```

Values from the calculation:
- LUMO (eV) = 2.69
- F_max (eV/A) = 0.269
- energy above the lowest of the compared OMol25 structures with the same formula, charge and spin (kcal per mole) = 0.0

The following is a quantum chemistry calculation of a molecular structure, C25H29CaN3O4SSb2, from the Open Molecules 2025 dataset.

Geometry as ORCA input:
```
! RIJCOSX wB97M-V def2-TZVPD def2/J DEFGRID3
* xyz 0 1
Ca 0.464 0.616 -1.185
O 7.555 1.872 -1.525
C 6.656 2.739 -1.462
O 6.718 3.981 -1.412
C 5.237 2.170 -1.492
C 5.034 0.797 -1.569
C 3.755 0.299 -1.558
N 2.662 1.080 -1.465
C 2.855 2.430 -1.395
C 4.112 2.987 -1.414
C 1.616 3.321 -1.236
O 1.737 4.517 -1.233
O 0.478 2.654 -1.087
H 5.909 0.162 -1.627
H 3.569 -0.769 -1.616
H 4.242 4.059 -1.355
C -4.549 1.031 -2.168
Sb -2.597 1.067 -1.363
C -2.771 -0.807 -0.310
C -2.995 2.393 0.303
C -3.388 1.689 1.575
C -4.676 1.159 1.679
C -5.085 0.426 2.780
C -4.193 0.214 3.825
C -2.927 0.772 3.757
C -2.506 1.520 2.653
C -1.130 2.137 2.699
Sb 0.406 0.940 1.829
C 2.084 2.018 2.537
C 0.382 -0.607 3.283
H -4.924 2.052 -2.237
H -5.181 0.445 -1.503
H -4.545 0.591 -3.163
H -3.810 -0.968 -0.024
H -2.173 -0.805 0.604
H -2.434 -1.621 -0.954
H -3.815 3.011 -0.065
H -2.115 3.024 0.398
H -5.376 1.336 0.867
H -6.091 0.029 2.825
H -4.488 -0.360 4.693
H -2.246 0.650 4.593
H -0.815 2.275 3.734
H -1.079 3.103 2.199
H 2.033 2.057 3.624
H 2.074 3.025 2.121
H 3.003 1.526 2.224
H 0.554 -0.173 4.269
H 1.171 -1.328 3.072
H -0.581 -1.119 3.274
N 1.257 -6.492 -3.097
C 0.644 -6.007 -2.007
S -0.142 -6.914 -0.913
C 0.709 -4.479 -1.908
C 0.520 -3.857 -0.694
C 0.541 -2.472 -0.644
N 0.715 -1.706 -1.729
C 0.908 -2.317 -2.898
C 0.919 -3.698 -3.028
H 1.285 -7.494 -3.200
H 1.929 -5.954 -3.615
H 0.363 -4.446 0.202
H 0.420 -1.968 0.311
H 1.060 -1.688 -3.765
H 1.059 -4.123 -4.012
*
```

Values from the calculation:
- LUMO (eV) = -1.76
- F_max (eV/A) = 1.788
- energy above the lowest of the compared OMol25 structures with the same formula, charge and spin (kcal per mole) = 3.8

The following is a quantum chemistry calculation of a single C25H29FN4O4 molecule, from the Open Molecules 2025 dataset.

Geometry as ORCA input:
```
! RIJCOSX wB97M-V def2-TZVPD def2/J DEFGRID3
* xyz 0 1
C -3.980 -3.958 -2.209
C -2.842 -4.044 -1.200
C -2.190 -2.691 -0.912
C -1.433 -2.150 -2.123
N -0.750 -0.890 -1.860
C -1.003 0.175 -2.669
O -1.956 0.222 -3.417
C -0.006 1.294 -2.587
C 0.935 1.403 -3.598
C 1.824 2.464 -3.619
C 1.753 3.432 -2.635
C 0.814 3.341 -1.621
C -0.066 2.268 -1.586
O -1.009 2.065 -0.607
C -1.298 3.108 0.293
C -0.320 3.263 1.437
C -0.641 4.134 2.474
C 0.218 4.311 3.541
C 1.410 3.606 3.561
F 2.249 3.771 4.601
C 1.757 2.736 2.545
C 0.882 2.570 1.484
C 0.410 -0.936 -1.041
C 0.308 -0.697 0.309
N -0.898 -0.409 0.874
N 1.406 -0.800 1.127
C 1.277 -0.791 2.576
C 0.563 -2.039 3.100
C 1.293 -3.315 2.699
C 2.678 -1.037 0.615
O 3.662 -1.059 1.318
N 2.734 -1.227 -0.734
C 1.674 -1.250 -1.648
O 1.882 -1.499 -2.816
H -3.616 -3.655 -3.187
H -4.725 -3.237 -1.882
H -4.464 -4.927 -2.313
H -3.231 -4.446 -0.261
H -2.082 -4.738 -1.566
H -1.496 -2.807 -0.077
H -2.961 -1.976 -0.617
H -0.689 -2.883 -2.453
H -2.123 -1.948 -2.944
H 0.969 0.641 -4.361
H 2.560 2.537 -4.404
H 2.433 4.271 -2.646
H 0.786 4.105 -0.859
H -2.286 2.860 0.699
H -1.391 4.063 -0.243
H -1.573 4.679 2.442
H -0.020 4.984 4.349
H 2.694 2.204 2.582
H 1.152 1.900 0.682
H -0.898 0.112 1.735
H -1.587 -0.109 0.198
H 2.300 -0.768 2.960
H 0.768 0.121 2.904
H 0.523 -1.965 4.188
H -0.461 -2.072 2.724
H 2.330 -3.279 3.023
H 1.277 -3.447 1.619
H 0.817 -4.181 3.153
H 3.657 -1.409 -1.114
*
```

Values from the calculation:
- LUMO (eV) = 0.41
- F_max (eV/A) = 0.644
- energy above the lowest of the compared OMol25 structures with the same formula, charge and spin (kcal per mole) = 0.0
- SMILES = CCCCN(C(=O)c1ccccc1OCc1ccc(F)cc1)c1c(N)n(CCC)c(=O)[nH]c1=O

The following is a quantum chemistry calculation of a molecular structure, C25H29GeN6O5SSe4Tc, from the Open Molecules 2025 dataset.

Geometry as ORCA input:
```
! RIJCOSX wB97M-V def2-TZVPD def2/J DEFGRID3
* xyz -1 4
Tc 0.149 1.454 -0.529
O 0.919 0.293 1.092
C 0.802 -0.047 2.330
C 1.911 -0.657 2.967
C 1.922 -0.942 4.307
C 0.812 -0.653 5.099
C -0.295 -0.089 4.509
C -0.340 0.212 3.144
C -1.519 0.901 2.656
N -2.271 0.648 1.580
C -3.295 1.557 1.530
C -3.174 2.371 2.604
N -2.090 1.939 3.308
H 2.772 -0.868 2.346
H 2.808 -1.380 4.751
H 0.827 -0.864 6.159
H -1.176 0.105 5.107
H -3.983 1.599 0.710
H -3.743 3.233 2.877
H -1.654 2.449 4.060
Se 0.089 3.231 1.062
Se -1.449 4.822 1.475
Se -3.423 2.929 -1.699
Se -1.391 2.113 -2.163
O 0.636 -4.340 0.037
S 0.160 -3.730 -1.179
O -0.942 -4.412 -1.814
N -0.166 -2.152 -0.939
C 0.632 -1.400 -1.657
O 0.659 -0.156 -1.674
C 1.581 -2.130 -2.541
C 2.474 -1.570 -3.440
C 3.256 -2.435 -4.189
C 3.140 -3.812 -4.046
C 2.242 -4.363 -3.137
C 1.479 -3.499 -2.387
H 2.533 -0.496 -3.552
H 3.960 -2.033 -4.903
H 3.745 -4.466 -4.658
H 2.146 -5.434 -3.024
C 3.079 3.876 -4.321
N 3.036 3.565 -2.914
C 3.879 4.151 -2.024
C 3.866 3.767 -0.720
C 2.949 2.763 -0.333
N 1.978 2.363 -1.178
C 2.026 2.699 -2.499
O 1.231 2.281 -3.318
N 3.083 2.131 0.854
H 3.940 4.507 -4.527
H 2.163 4.387 -4.621
H 3.154 2.956 -4.904
H 4.557 4.894 -2.416
H 4.558 4.175 -0.004
H 3.533 2.609 1.615
H 2.398 1.416 1.092
C -5.429 -0.867 0.626
Ge -3.678 -1.787 0.910
C -3.483 -3.224 -0.421
C -3.582 -2.495 2.773
C -2.175 -0.459 0.683
H -6.203 -1.614 0.468
H -5.399 -0.235 -0.259
H -5.725 -0.256 1.474
H -4.104 -4.081 -0.170
H -2.450 -3.554 -0.484
H -3.771 -2.866 -1.406
H -4.392 -3.204 2.928
H -3.676 -1.712 3.521
H -2.643 -3.018 2.936
H -2.229 -0.101 -0.351
H -1.235 -0.996 0.811
*
```

Values from the calculation:
- LUMO (alpha / beta) (eV) = 2.20 / 1.90
- F_max (eV/A) = 1.341
- energy above the lowest of the compared OMol25 structures with the same formula, charge and spin (kcal per mole) = 34.5
- ⟨S²⟩ = 3.835